1.
{"formula": "C57H122N6O7", "method": "the ωB97M-V functional and the def2-TZVPD basis", "elements": ["C", "C", "C", "C", "C", "C", "C", "C", "C", "N", "O", "H", "H", "H", "H", "H", "H", "H", "H", "H", "H", "H", "H", "H", "H", "H", "H", "H", "H", "H", "C", "C", "C", "C", "C", "C", "C", "C", "C", "N", "O", "H", "H", "H", "H", "H", "H", "H", "H", "H", "H", "H", "H", "H", "H", "H", "H", "H", "H", "H", "C", "C", "C", "C", "C", "C", "C", "C", "C", "N", "O", "H", "H", "H", "H", "H", "H", "H", "H", "H", "H", "H", "H", "H", "H", "H", "H", "H", "H", "H", "C", "C", "C", "C", "C", "C", "C", "C", "C", "N", "O", "H", "H", "H", "H", "H", "H", "H", "H", "H", "H", "H", "H", "H", "H", "H", "H", "H", "H", "H", "C", "C", "C", "C", "C", "C", "C", "C", "C", "N", "O", "H", "H", "H", "H", "H", "H", "H", "H", "H", "H", "H", "H", "H", "H", "H", "H", "H", "H", "H", "C", "C", "C", "C", "C", "C", "C", "C", "C", "N", "O", "H", "H", "H", "H", "H", "H", "H", "H", "H", "H", "H", "H", "H", "H", "H", "H", "H", "H", "H", "C", "C", "C", "O", "H", "H", "H", "H", "H", "H", "H", "H"], "positions_angstrom": [[10.68662, 10.31796, 19.49556], [11.83485, 9.69385, 18.65119], [12.84377, 9.07083, 19.59367], [11.26720, 8.58578, 17.67467], [10.51404, 9.20140, 16.50702], [11.43956, 10.12830, 15.71204], [12.01567, 11.30801, 16.63702], [13.20536, 11.85703, 15.78814], [11.05334, 12.38841, 17.01638], [12.62574, 10.63474, 17.80313], [13.00343, 11.69676, 18.70642], [11.20916, 11.04506, 20.07827], [9.85557, 10.72223, 18.91347], [10.25348, 9.56097, 20.12417], [13.63137, 8.51023, 19.11939], [13.28595, 9.93856, 20.14424], [12.31604, 8.45994, 20.34246], [12.15341, 8.04602, 17.34456], [10.62656, 7.98270, 18.32915], [10.07892, 8.40464, 15.91542], [9.64919, 9.77643, 16.86312], [11.05065, 10.46304, 14.74849], [12.35964, 9.58782, 15.37661], [12.86634, 12.20846, 14.83934], [13.97302, 11.14493, 15.70844], [13.67743, 12.73638, 16.24855], [10.15518, 12.06009, 17.48437], [10.75037, 12.87608, 16.08043], [11.57052, 13.13156, 17.57106], [13.96452, 11.82642, 18.60485], [10.44095, 13.93288, 11.74719], [10.01281, 14.35927, 10.29419], [11.11491, 13.90428, 9.34124], [8.65392, 13.81240, 9.84973], [7.38321, 14.46437, 10.44709], [7.45610, 15.93267, 10.23761], [8.71625, 16.65699, 10.66024], [8.68818, 18.09775, 10.09748], [8.75878, 16.82354, 12.17625], [9.86009, 15.86342, 10.04757], [11.06608, 16.55773, 10.36909], [10.87842, 12.94473, 11.57846], [11.28249, 14.62765, 11.97436], [9.68114, 13.98871, 12.53145], [10.97200, 14.33692, 8.33698], [12.06631, 14.18064, 9.76987], [11.12800, 12.81814, 9.32348], [8.61571, 13.93433, 8.74980], [8.67673, 12.77827, 10.15867], [6.49552, 14.02397, 9.97695], [7.41226, 14.17198, 11.45540], [6.63250, 16.45068, 10.68282], [7.35030, 16.24400, 9.16124], [9.34292, 18.72210, 10.74806], [7.66584, 18.39715, 10.06544], [9.15311, 18.02737, 9.14637], [9.71453, 17.30377, 12.53974], [8.61253, 15.88394, 12.67818], [7.93612, 17.47169, 12.54131], [11.08793, 16.70716, 11.33965], [11.86232, 16.81491, 19.88712], [12.97272, 15.73932, 19.99670], [13.37504, 15.44521, 18.55739], [14.12106, 16.33079, 20.82855], [13.79871, 16.34536, 22.29296], [13.54119, 14.92074, 22.75716], [12.41183, 14.19447, 21.97935], [12.51229, 12.62478, 22.24350], [10.97427, 14.79336, 22.36661], [12.68228, 14.40519, 20.54695], [11.47604, 13.94194, 19.87796], [12.33486, 17.54106, 19.23598], [10.91502, 16.50875, 19.46179], [11.49425, 17.23502, 20.76271], [12.57589, 14.96460, 17.96188], [13.57601, 16.38798, 18.03866], [14.31741, 14.86462, 18.52490], [14.97668, 15.64759, 20.68253], [14.41155, 17.34273, 20.49434], [14.67522, 16.80614, 22.77658], [12.94058, 16.93624, 22.62979], [13.32698, 14.91895, 23.85068], [14.47866, 14.34586, 22.54938], [12.82347, 12.48495, 23.31661], [13.30677, 12.23172, 21.59789], [11.55464, 12.16061, 21.97778], [10.19670, 14.09957, 22.02523], [10.95195, 15.77139, 21.95628], [10.80997, 14.73367, 23.48304], [11.83944, 13.19964, 19.36389], [13.59177, 21.01501, 9.50267], [13.73675, 20.13035, 10.76273], [13.72691, 18.58828, 10.19364], [15.08877, 20.33158, 11.41180], [15.24904, 21.58709, 12.16660], [14.16049, 21.54046, 13.24719], [12.73187, 21.41292, 12.66753], [11.76575, 21.23795, 13.85787], [12.33881, 22.71085, 12.00560], [12.73322, 20.23098, 11.79098], [11.40483, 19.89264, 11.34418], [13.94899, 22.01666, 9.75164], [14.20060, 20.66491, 8.65904], [12.58772, 21.10435, 9.15798], [13.66374, 17.89409, 10.99571], [12.84611, 18.51551, 9.56463], [14.58769, 18.35545, 9.57558], [15.30482, 19.49757, 12.04841], [15.73862, 20.33614, 10.49706], [16.22940, 21.58806, 12.67317], [15.14594, 22.48901, 11.54428], [14.23868, 22.45624, 13.85463], [14.29391, 20.78537, 14.00448], [10.67089, 21.19380, 13.67556], [12.02366, 22.02503, 14.55285], [11.98064, 20.27472, 14.30639], [11.40919, 22.51426, 11.42014], [13.08285, 23.16457, 11.36251], [12.16324, 23.42866, 12.77430], [11.25393, 20.50109, 10.61547], [15.15389, 20.09418, 17.05381], [16.65909, 20.43662, 17.03748], [16.87457, 21.55169, 15.98666], [17.17009, 20.90068, 18.37453], [17.19992, 19.72772, 19.33402], [18.12042, 18.65391, 18.82731], [17.73909, 18.19231, 17.41081], [18.92274, 17.43754, 16.75216], [16.44467, 17.34626, 17.45758], [17.53158, 19.35494, 16.52340], [16.88538, 18.82463, 15.28549], [14.84020, 19.49520, 17.86995], [14.66983, 21.04082, 17.17877], [14.89188, 19.67433, 16.08094], [16.63622, 21.19842, 15.00136], [16.19617, 22.33162, 16.32864], [17.91581, 21.88007, 16.03425], [18.22576, 21.19620, 18.15944], [16.59820, 21.77652, 18.62759], [17.58272, 19.97174, 20.37301], [16.18701, 19.33906, 19.46949], [17.96322, 17.72576, 19.48457], [19.15474, 18.92570, 18.90747], [18.64729, 16.94832, 15.84247], [19.33526, 16.67539, 17.49511], [19.68817, 18.15251, 16.47778], [16.00148, 17.21410, 16.46563], [15.72225, 17.78958, 18.14527], [16.54831, 16.29766, 17.80876], [17.36634, 19.44687, 14.71737], [15.09163, 15.18075, 11.16050], [16.18097, 14.93476, 12.27153], [16.43212, 16.38187, 12.79140], [15.73602, 14.00387, 13.41430], [16.82161, 13.81132, 14.38546], [17.94260, 13.16455, 13.69226], [18.49157, 13.93153, 12.37437], [19.43727, 15.07606, 12.77849], [19.26857, 12.96094, 11.48275], [17.34085, 14.35916, 11.61090], [17.86026, 15.23658, 10.56797], [14.23535, 15.58923, 11.69953], [15.45182, 15.81867, 10.37186], [14.86042, 14.28700, 10.59851], [17.41064, 16.70184, 12.51153], [15.83150, 17.12245, 12.32088], [16.34548, 16.49369, 13.88045], [14.89043, 14.47472, 13.88983], [15.40069, 13.00879, 13.02782], [17.23342, 14.68849, 14.89566], [16.37366, 13.19825, 15.16964], [17.77538, 12.14906, 13.36907], [18.89102, 13.12042, 14.27235], [20.41874, 14.72878, 13.10809], [19.02010, 15.63296, 13.65870], [19.52722, 15.76642, 11.96796], [18.69757, 12.19028, 10.95775], [20.16996, 12.63308, 11.95847], [19.62715, 13.58062, 10.70016], [17.60428, 14.82706, 9.71979], [11.68944, 16.11345, 14.73259], [12.25808, 17.43982, 14.23646], [13.64313, 17.74012, 14.73840], [12.18589, 17.42413, 12.82558], [11.48470, 16.00797, 15.81909], [12.47835, 15.33961, 14.45113], [10.77490, 15.83794, 14.14986], [11.58698, 18.17102, 14.67324], [13.61951, 17.67795, 15.85814], [13.93374, 18.71634, 14.44406], [14.38737, 16.99241, 14.46282], [12.50939, 18.25471, 12.44330]], "multiplicity": 1, "charge": 0, "smiles": "CC1(C)CCCC(C)(C)N1O.CC1(C)CCCC(C)(C)N1O.CC1(C)CCCC(C)(C)N1O.CC1(C)CCCC(C)(C)N1O.CC1(C)CCCC(C)(C)N1O.CC1(C)CCCC(C)(C)N1O.CC(C)O", "homo_energy_ev": -8.07, "e_tot_ev": -84352.560}



2.
{"formula": "C57H122N6O7", "method": "the ωB97M-V functional and the def2-TZVPD basis", "elements": ["C", "C", "C", "C", "C", "C", "N", "O", "C", "C", "C", "H", "H", "H", "H", "H", "H", "H", "H", "H", "H", "H", "H", "H", "H", "H", "H", "H", "H", "H", "C", "C", "C", "C", "C", "C", "N", "O", "C", "C", "C", "H", "H", "H", "H", "H", "H", "H", "H", "H", "H", "H", "H", "H", "H", "H", "H", "H", "H", "H", "C", "C", "C", "C", "C", "C", "N", "O", "C", "C", "C", "H", "H", "H", "H", "H", "H", "H", "H", "H", "H", "H", "H", "H", "H", "H", "H", "H", "H", "H", "C", "C", "C", "C", "C", "C", "N", "O", "C", "C", "C", "H", "H", "H", "H", "H", "H", "H", "H", "H", "H", "H", "H", "H", "H", "H", "H", "H", "H", "H", "C", "C", "C", "C", "C", "C", "N", "O", "C", "C", "C", "H", "H", "H", "H", "H", "H", "H", "H", "H", "H", "H", "H", "H", "H", "H", "H", "H", "H", "H", "C", "C", "C", "C", "C", "C", "N", "O", "C", "C", "C", "H", "H", "H", "H", "H", "H", "H", "H", "H", "H", "H", "H", "H", "H", "H", "H", "H", "H", "H", "C", "C", "C", "O", "H", "H", "H", "H", "H", "H", "H", "H"], "positions_angstrom": [[-4.96229, 1.19007, 7.23195], [-4.39684, 0.73530, 5.82953], [-5.50814, 0.98713, 4.81682], [-4.86152, 0.97407, 3.38995], [-3.67097, 1.94567, 3.25395], [-2.69716, 1.97257, 4.35134], [-3.39284, 1.83272, 5.65499], [-2.45359, 1.88342, 6.62218], [-1.58928, 0.81005, 4.11711], [-1.86613, 3.25257, 4.34984], [-3.89264, -0.74224, 5.92701], [-4.36880, 1.18491, 8.14620], [-5.81853, 0.56314, 7.48077], [-5.36266, 2.20387, 7.22890], [-6.20194, 0.14787, 4.86557], [-6.10463, 1.87933, 5.00729], [-5.54863, 1.15632, 2.56366], [-4.38411, 0.00986, 3.21539], [-4.16222, 2.91121, 3.37446], [-3.21053, 1.96282, 2.26613], [-2.06255, -0.16659, 4.21859], [-1.07601, 0.84997, 3.15635], [-0.82591, 0.81267, 4.89516], [-1.95870, 3.72169, 3.37031], [-2.27151, 4.01287, 5.01746], [-0.79179, 3.13161, 4.48857], [-4.74884, -1.21722, 6.40597], [-2.94426, -0.60441, 6.44632], [-3.68848, -1.24142, 4.97978], [-2.99145, 2.29875, 7.30027], [-8.38925, -2.21558, -2.98754], [-7.89876, -2.46753, -1.48351], [-6.35859, -2.06534, -1.38211], [-6.03715, -0.58735, -1.52042], [-6.86302, 0.09394, -0.42186], [-8.39187, -0.22809, -0.27509], [-8.58253, -1.69482, -0.41088], [-9.90022, -2.07045, -0.23721], [-8.70055, 0.08089, 1.26217], [-9.33205, 0.63248, -1.21772], [-7.80587, -4.03809, -1.10562], [-8.14561, -3.06503, -3.62565], [-7.92469, -1.38288, -3.51566], [-9.47468, -2.14136, -3.05417], [-5.94076, -2.31107, -0.40582], [-5.73623, -2.51165, -2.15771], [-6.36601, -0.19152, -2.48129], [-4.97578, -0.53926, -1.27695], [-6.67222, 1.14825, -0.62219], [-6.30151, -0.13209, 0.48463], [-8.14153, 0.95562, 1.59449], [-9.75884, 0.20279, 1.49296], [-8.36981, -0.71204, 1.93297], [-9.25740, 1.69302, -0.97734], [-9.24068, 0.39546, -2.27770], [-10.34572, 0.34506, -0.93850], [-7.02107, -4.50466, -1.70102], [-8.73586, -4.58288, -1.26821], [-7.52319, -4.01744, -0.05312], [-9.83431, -2.42384, 0.65294], [4.84444, 1.98843, 5.09890], [3.95245, 3.28341, 5.20908], [4.90507, 4.48113, 4.97163], [5.11153, 4.98133, 3.43399], [3.70458, 5.11673, 2.73068], [2.91647, 3.73982, 2.81303], [2.85324, 3.29558, 4.24776], [2.06642, 2.13843, 4.44667], [1.48749, 4.17342, 2.38408], [3.42561, 2.71227, 1.82700], [3.45349, 3.37369, 6.67155], [4.23281, 1.08771, 5.15099], [5.49039, 1.96392, 5.97654], [5.32956, 1.89736, 4.12707], [4.77771, 5.29116, 5.68978], [5.93050, 4.23376, 5.24623], [5.82650, 4.35345, 2.90230], [5.59076, 5.95770, 3.36240], [3.86320, 5.42791, 1.69815], [3.14836, 5.93597, 3.18628], [0.86628, 3.29936, 2.18861], [1.07490, 4.76038, 3.20466], [1.67634, 4.82825, 1.53341], [3.42788, 2.89621, 0.75263], [4.47650, 2.50459, 2.02847], [2.85502, 1.81413, 2.06336], [3.45942, 4.33329, 7.18849], [4.13567, 2.73358, 7.23100], [2.47037, 2.93118, 6.83210], [1.52984, 2.34444, 5.21560], [0.61587, -6.83190, -3.08749], [0.21107, -5.57741, -2.27392], [0.98209, -4.35870, -2.80399], [0.45364, -3.58949, -3.98410], [-1.05781, -3.27642, -3.69748], [-1.86366, -4.62398, -3.40310], [-1.24021, -5.30909, -2.19259], [-1.97242, -6.37616, -1.79648], [-3.25306, -4.20528, -2.89577], [-2.07667, -5.41013, -4.75500], [0.90498, -5.96303, -0.87918], [1.65715, -7.04788, -2.84833], [0.66501, -6.55997, -4.14188], [-0.01776, -7.70165, -2.91387], [0.96424, -3.60679, -2.01506], [2.03546, -4.62065, -2.90353], [0.55456, -4.01661, -4.98184], [0.97912, -2.68348, -4.28597], [-1.49599, -2.73226, -4.53413], [-1.16354, -2.76234, -2.74216], [-3.85088, -3.54552, -3.52460], [-3.88072, -5.04230, -2.58993], [-3.07432, -3.62073, -1.99330], [-1.14848, -5.45874, -5.32440], [-2.46311, -6.40270, -4.52353], [-2.80821, -4.86290, -5.34955], [0.86530, -6.98786, -0.51005], [0.45369, -5.22387, -0.21730], [1.98875, -5.86576, -0.81546], [-1.70230, -6.33425, -0.87622], [4.40401, -2.57629, 2.56189], [4.15449, -1.94163, 1.22755], [5.06559, -0.66990, 1.00509], [6.49889, -0.95568, 0.46053], [6.27021, -1.79099, -0.83313], [5.43826, -3.06466, -0.74272], [4.34987, -2.96560, 0.19112], [3.58725, -4.11700, 0.20925], [4.89139, -3.47337, -2.15376], [6.38056, -4.21151, -0.27364], [2.66298, -1.39059, 1.18885], [4.86525, -1.85637, 3.23795], [5.06713, -3.43561, 2.46220], [3.56032, -2.98974, 3.11447], [4.63372, 0.07938, 0.34164], [5.18702, -0.18126, 1.97183], [7.16486, -1.56345, 1.07306], [7.00594, -0.01951, 0.22690], [7.29948, -1.95031, -1.15456], [5.87825, -1.08717, -1.56737], [5.64581, -3.67457, -2.91433], [4.61603, -4.48867, -1.86838], [4.06378, -2.89379, -2.56273], [6.02316, -5.16480, 0.11572], [7.15541, -4.46189, -0.99822], [6.66182, -3.94462, 0.74507], [2.19430, -1.29020, 0.20989], [2.60214, -0.39223, 1.62207], [2.04703, -2.00260, 1.84776], [2.79577, -3.72284, -0.16465], [4.07690, 0.83651, -4.54434], [4.46051, 2.33896, -4.78508], [4.36982, 2.46588, -6.33328], [4.29075, 3.87483, -6.93100], [3.20829, 4.68931, -6.32674], [3.19191, 4.62873, -4.76666], [3.42082, 3.22027, -4.21127], [3.43324, 3.15819, -2.87207], [4.43552, 5.54793, -4.33358], [1.90290, 5.22017, -4.34577], [5.83044, 2.50523, -4.25328], [3.01049, 0.61111, -4.53605], [4.32023, 0.41340, -3.56972], [4.51981, 0.10259, -5.21761], [5.31547, 2.10066, -6.73384], [3.54231, 1.91715, -6.78298], [4.01703, 3.62548, -7.95618], [5.22929, 4.41389, -7.06008], [2.33104, 4.15197, -6.68701], [3.28842, 5.67690, -6.78100], [4.56589, 5.47526, -3.25385], [5.32655, 5.33581, -4.92448], [4.21605, 6.55068, -4.70022], [1.84605, 5.50545, -3.29530], [1.63242, 6.11349, -4.90873], [1.12484, 4.51507, -4.63828], [5.82568, 2.29722, -3.18332], [6.21147, 3.52271, -4.34068], [6.50935, 1.85987, -4.81068], [2.51023, 2.93153, -2.73688], [0.37506, 1.21687, -1.10414], [-1.15594, 1.23280, -0.85752], [-1.76003, -0.10032, -1.29933], [-1.35519, 1.53630, 0.50908], [0.78850, 2.22466, -1.06525], [0.66529, 0.91793, -2.11137], [0.90955, 0.49149, -0.49074], [-1.51267, 1.97444, -1.57223], [-1.46305, -0.30037, -2.32883], [-2.84049, -0.24383, -1.31024], [-1.48640, -0.94466, -0.66663], [-0.60455, 1.18223, 0.99154]], "multiplicity": 2, "charge": 1, "homo_energy_ev": [-9.40, -9.40], "e_tot_ev": -84340.051}



Respective energy above the lowest of the compared OMol25 structures with the same formula, charge and spin values: 263.5; 227.8 kJ/mol.
Respective F_max values: 0.0741; 0.0938 Eh/bohr.
Respective M values: 1003.6; 1003.6 g mol⁻¹.